C27H30Br2N3OSSb2W | wB97M-V/def2-TZVPD

Structure (XYZ):
```
67
Properties=species:S:1:pos:R:3:nbo_charge:R:1
W -0.37974 -0.26465 -0.23283 0.976
C 1.37939 -1.55785 3.66449 -0.943
Sb -0.15353 -0.68925 2.50301 1.235
C -1.66366 -0.50827 3.98172 -0.946
C 0.31387 1.45262 2.19558 -0.700
C 1.57981 1.73017 2.95895 -0.085
C 1.47880 1.92823 4.33647 -0.209
C 2.60862 2.11011 5.11549 -0.172
C 3.86282 2.08082 4.52176 -0.169
C 3.97096 1.89768 3.15312 -0.179
C 2.84137 1.73052 2.35187 -0.069
C 3.01805 1.61051 0.86556 -0.737
Sb 2.49701 -0.31888 0.11308 1.372
C 3.47540 -0.46906 -1.75105 -0.962
C 3.64068 -1.69053 1.24668 -0.965
H 2.10538 -0.78871 3.93199 0.272
H 1.85160 -2.38274 3.14092 0.258
H 0.90168 -1.92709 4.57139 0.273
H -1.14417 -0.17460 4.88000 0.270
H -2.12621 -1.47315 4.18158 0.266
H -2.41328 0.22540 3.69383 0.256
H -0.55719 1.93983 2.63568 0.272
H 0.37262 1.80769 1.15264 0.221
H 0.49977 1.96826 4.80235 0.220
H 2.51110 2.28381 6.17827 0.251
H 4.75302 2.22228 5.11883 0.253
H 4.95077 1.91423 2.69140 0.233
H 4.06041 1.77426 0.59073 0.273
H 2.42478 2.33942 0.30873 0.254
H 4.54223 -0.39151 -1.53956 0.272
H 3.19031 0.35131 -2.40328 0.251
H 3.28203 -1.43855 -2.20703 0.257
H 4.63158 -1.69625 0.79260 0.271
H 3.22960 -2.69639 1.20057 0.260
H 3.72726 -1.35056 2.27539 0.259
O 0.64220 0.98064 -1.57974 -0.585
N -0.25579 0.72670 -2.62893 0.129
C -0.59844 1.75134 -3.58220 0.113
C -0.99337 1.05889 -4.81021 -0.327
C -1.38526 -1.14471 -5.01069 -0.275
C -1.29239 -2.10071 -3.85539 -0.068
C -0.34879 -1.71760 -2.98753 -0.221
S -0.14890 -2.28518 -1.31240 0.195
H -0.78878 2.74707 -3.21142 0.256
H -0.99687 1.69690 -5.68880 0.304
H -1.58576 -1.59374 -5.97871 0.287
H -1.96652 -2.93489 -3.71053 0.261
Br -3.49402 0.53119 -6.22702 0.170
C -2.30969 0.14288 -4.75800 -0.067
C -0.15127 -0.23645 -4.88300 -0.218
C 0.32468 -0.47245 -3.46103 -0.092
N -1.35366 0.36228 -1.79661 -0.475
C -2.64603 0.09900 -2.23742 0.148
C -3.09856 0.05557 -3.49597 -0.182
C -3.40945 -0.28229 -1.03582 0.196
C -4.78713 -0.35426 -1.02402 -0.238
C -5.44210 -0.81532 0.11065 -0.013
Br -7.29078 -0.92013 0.16645 0.263
C -4.66224 -1.20910 1.19718 -0.244
C -3.29977 -1.07866 1.11998 0.083
N -2.63585 -0.59348 0.04595 -0.548
H 0.63624 -0.30043 -5.62678 0.281
H 1.39157 -0.38701 -3.28871 0.270
H -4.13886 -0.21097 -3.62973 0.266
H -5.35622 -0.04896 -1.88986 0.263
H -5.11334 -1.61023 2.09354 0.272
H -2.70799 -1.40505 1.95582 0.208
```

HOMO-LUMO gap (alpha / beta) = 5.512 / 5.960 eV
multiplicity = 3
calculated total energy = -200792.06013 eV
charge = +3